Record 1
{
  "formula": "C4H8N2",
  "method": "ωB97M-V/def2-TZVPD",
  "lumo_ev": 1.1,
  "homo_energy_ev": -7.86,
  "smiles": "CNNC1=CC1",
  "multiplicity": 1,
  "e_above_lowest_ev": 4.788,
  "total_charge": 0,
  "elements": ["C", "N", "N", "C", "C", "C", "H", "H", "H", "H", "H", "H", "H", "H"],
  "positions_angstrom": [[2.27, 0.23, -0.42], [0.96, -0.21, 0.29], [-0.12, 0.78, 0.12], [-1.42, 0.25, 0.13], [-2.64, 0.63, -0.20], [-2.41, -0.89, 0.10], [2.11, 0.23, -1.47], [2.62, 1.13, -0.03], [2.98, -0.57, -0.27], [1.29, -0.51, 1.25], [-0.17, 1.69, 0.56], [-3.28, 1.32, -0.55], [-2.56, -1.30, 1.06], [-2.53, -1.61, -0.68]]
}

Record 2
{
  "formula": "C4H8N2",
  "method": "ωB97M-V/def2-TZVPD",
  "lumo_ev": 0.5,
  "homo_energy_ev": -10.15,
  "multiplicity": 1,
  "e_above_lowest_ev": 1.859,
  "total_charge": 0,
  "elements": ["C", "C", "N", "C", "C", "N", "H", "H", "H", "H", "H", "H", "H", "H"],
  "positions_angstrom": [[1.74, 0.07, 0.60], [0.53, 0.94, 0.28], [-0.53, 0.12, -0.28], [-1.09, 0.36, -1.39], [-2.48, -2.18, 2.01], [-1.71, -1.69, 1.28], [2.15, -0.38, -0.31], [1.46, -0.75, 1.28], [2.52, 0.67, 1.08], [0.14, 1.38, 1.21], [0.80, 1.75, -0.41], [-1.09, -1.01, 0.61], [-1.89, -0.29, -1.75], [-0.77, 1.21, -1.99]]
}

Record 3
{
  "formula": "C4H8N2",
  "method": "ωB97M-V/def2-TZVPD",
  "lumo_ev": 0.4,
  "homo_energy_ev": -7.74,
  "multiplicity": 1,
  "e_above_lowest_ev": 4.127,
  "total_charge": 0,
  "elements": ["C", "C", "N", "C", "C", "N", "H", "H", "H", "H", "H", "H", "H", "H"],
  "positions_angstrom": [[-1.82, 0.75, 0.30], [-1.00, -0.48, 0.01], [0.36, -0.36, 0.50], [1.86, 0.05, -0.52], [1.62, -1.31, -0.14], [1.91, -2.46, -0.14], [-1.36, 1.61, -0.17], [-1.86, 0.93, 1.37], [-2.82, 0.64, -0.10], [-1.48, -1.35, 0.45], [-0.96, -0.66, -1.07], [0.42, -0.20, 1.51], [2.66, 0.61, -0.04], [1.61, 0.38, -1.53]]
}

Record 4
{
  "formula": "C4H8N2",
  "method": "ωB97M-V/def2-TZVPD",
  "lumo_ev": 0.5,
  "homo_energy_ev": -7.84,
  "multiplicity": 1,
  "e_above_lowest_ev": 5.435,
  "total_charge": 0,
  "elements": ["C", "C", "C", "C", "N", "N", "H", "H", "H", "H", "H", "H", "H", "H"],
  "positions_angstrom": [[0.99, 0.19, -0.49], [1.42, -0.73, 0.61], [-1.27, 0.13, -0.42], [-2.03, -0.94, -0.35], [-0.59, 1.08, 0.07], [-0.75, 2.35, 0.03], [-0.02, 2.77, 0.61], [0.87, -0.28, -1.46], [1.55, 1.11, -0.58], [-2.55, -1.20, 0.56], [-2.22, -1.54, -1.23], [1.51, -0.20, 1.56], [0.71, -1.56, 0.73], [2.39, -1.17, 0.36]]
}

Record 5
{
  "formula": "C4H8N2",
  "method": "ωB97M-V/def2-TZVPD",
  "lumo_ev": 0.9,
  "homo_energy_ev": -10.04,
  "smiles": "CC(C)(N)C#N",
  "multiplicity": 1,
  "e_above_lowest_ev": 0.906,
  "total_charge": 0,
  "elements": ["C", "C", "C", "N", "C", "N", "H", "H", "H", "H", "H", "H", "H", "H"],
  "positions_angstrom": [[-1.13, -0.14, 0.56], [0.14, -0.62, -0.19], [1.44, -0.06, 0.39], [0.16, -0.21, -1.61], [0.23, -2.08, -0.01], [0.26, -3.24, 0.04], [-0.89, 1.00, 0.72], [-2.11, -0.24, 0.10], [-1.24, -0.78, 1.42], [1.40, 1.07, 0.36], [2.29, -0.38, -0.27], [1.53, -0.30, 1.46], [0.88, 0.40, -1.82], [0.30, -0.98, -2.20]]
}

Record 6
{
  "formula": "C4H8N2",
  "method": "ωB97M-V/def2-TZVPD",
  "lumo_ev": 0.4,
  "homo_energy_ev": -7.08,
  "multiplicity": 1,
  "e_above_lowest_ev": 2.941,
  "total_charge": 0,
  "elements": ["C", "N", "C", "C", "C", "N", "H", "H", "H", "H", "H", "H", "H", "H"],
  "positions_angstrom": [[1.37, -0.25, 0.38], [-0.14, -0.10, 0.27], [-0.60, 0.96, -0.67], [-0.99, -1.30, -0.10], [-0.27, 2.23, -0.21], [-0.06, 3.28, 0.24], [1.76, -0.59, -0.58], [1.64, -0.95, 1.18], [1.78, 0.75, 0.60], [-0.44, 0.17, 1.21], [-0.35, 0.67, -1.68], [-1.98, -1.10, -0.55], [-0.50, -1.94, -0.81], [-1.19, -1.90, 0.78]]
}